C15H23BeIN2Si as an isolated structure in a non-equilibrium geometry, computed with the ωB97M-V functional and the def2-TZVPD basis.

- lowest unoccupied orbital energy (spin up / spin down) (hartree) = -0.0230 / -0.0230
- HOMO (spin up / spin down) (eV) = -6.7 / -6.7
- multiplicity = 1
- relative energy (zero: lowest compared OMol25 entry of this formula, charge and spin) (kcal/mol) = 0.0

Each line ends with the natural charge from an NBO analysis.
Positions of all 43 atoms, in Å:
C -0.14 -1.67 -2.35  -1.421
C -2.96 -1.10 -2.48  -1.383
H -0.20 -1.34 -3.41  0.206
H -0.51 -2.70 -2.26  0.209
H 0.55 -1.21 -1.61  0.203
H -3.52 -0.35 -1.93  0.193
H -2.64 -0.95 -3.53  0.205
H -3.05 -2.17 -2.23  0.204
C -0.59 1.68 -2.69  0.066
C -0.27 3.00 -2.40  -0.239
C -0.51 3.53 -1.12  -0.160
C -1.07 2.71 -0.18  -0.220
H -0.42 1.22 -3.66  0.227
H 0.15 3.59 -3.19  0.225
H -0.27 4.56 -0.90  0.226
H -1.25 3.03 0.84  0.218
N -1.14 0.89 -1.76  -0.535
C -1.40 1.40 -0.51  0.141
C -1.81 0.39 0.44  0.229
N -1.76 -0.87 -0.07  -0.554
C -1.74 -1.92 0.77  0.075
C -2.07 -0.47 2.66  -0.160
C -1.92 -1.73 2.12  -0.248
H -1.55 -2.87 0.29  0.231
H -1.90 -2.62 2.73  0.229
C -1.96 0.63 1.82  -0.240
H -1.95 1.65 2.18  0.219
H -2.25 -0.33 3.72  0.227
Be -1.48 -0.87 -1.85  1.608
I 1.86 -2.54 -0.02  -0.219
C 1.53 -0.38 2.68  -1.140
Si 2.71 -0.66 1.25  1.461
C 2.73 0.85 0.14  -1.138
C 4.40 -1.17 1.84  -1.136
H 0.72 0.30 2.39  0.236
H 2.10 0.09 3.50  0.237
H 1.09 -1.31 3.05  0.250
H 3.10 1.69 0.73  0.236
H 3.39 0.70 -0.72  0.251
H 1.72 1.10 -0.23  0.242
H 4.75 -0.41 2.56  0.233
H 4.38 -2.14 2.34  0.253
H 5.12 -1.22 1.01  0.249

=====

A 2-piece molecular cluster, C4H6N2 overall in a non-equilibrium geometry, computed with the ωB97M-V functional and the def2-TZVPD basis.

- lowest unoccupied orbital energy (hartree) = -0.0010
- HOMO (eV) = -9.0
- SMILES = C=C=C=N.C=N
- multiplicity = 1
- relative energy (zero: lowest compared OMol25 entry of this formula, charge and spin) (kcal/mol) = 125.0

Each line ends with the natural charge from an NBO analysis.
Positions of all 12 atoms, in Å:
C -0.68 -1.42 0.46  0.315
C 1.46 0.59 0.19  -0.173
C -1.31 -0.36 -0.01  -0.194
C -2.44 0.17 -0.43  -0.340
N 0.38 -1.89 0.81  -0.541
N 2.16 0.72 -0.86  -0.563
H 1.15 -1.04 0.51  0.365
H 3.12 0.99 -0.67  0.334
H 1.76 0.92 1.19  0.160
H 0.25 0.51 0.03  0.208
H -2.44 1.07 -1.05  0.215
H -3.41 -0.25 -0.18  0.215

=====

A 3-piece molecular cluster, C17H23ClF19O3P overall, computed with the ωB97M-V functional and the def2-TZVPD basis.

- lowest unoccupied orbital energy (hartree) = 0.0074
- HOMO (eV) = -8.8
- SMILES = C[C@@H](Cl)C[PH3]CCOCC(F)(F)F.FC(F)C(F)(F)COC(F)(F)C(F)F.FC(F)C(F)(F)COC(F)(F)C(F)F
- multiplicity = 1
- relative energy (zero: lowest compared OMol25 entry of this formula, charge and spin) (kcal/mol) = 0.0

Each line ends with the natural charge from an NBO analysis.
Positions of all 64 atoms, in Å:
C -5.32 -3.36 2.71  -0.631
C -4.89 -4.78 3.06  -0.163
Cl -6.29 -5.64 3.82  -0.095
C -4.36 -5.57 1.89  -0.753
P -2.75 -4.85 1.14  0.848
C -1.16 -4.10 0.39  -0.754
C -1.14 -2.61 0.64  -0.074
O -0.07 -1.99 -0.08  -0.519
C -0.30 -0.70 -0.53  -0.145
C -0.05 0.36 0.53  0.948
F -0.46 -0.01 1.75  -0.317
F 1.26 0.67 0.63  -0.332
F -0.70 1.50 0.22  -0.341
H -5.41 -2.74 3.60  0.225
H -6.29 -3.38 2.20  0.226
H -4.61 -2.88 2.04  0.201
H -4.14 -4.75 3.86  0.208
H -5.13 -5.62 1.11  0.217
H -4.16 -6.60 2.21  0.224
H -2.44 -4.23 2.38  -0.067
H -2.24 -6.16 0.94  -0.023
H -3.51 -4.22 0.10  -0.060
H -0.29 -4.58 0.84  0.214
H -1.15 -4.29 -0.69  0.215
H -2.09 -2.15 0.32  0.160
H -1.02 -2.40 1.71  0.184
H 0.39 -0.50 -1.35  0.216
H -1.33 -0.56 -0.90  0.190
C -1.31 5.38 -2.35  -0.133
C -2.64 4.91 -1.75  0.597
C -2.86 3.40 -1.65  0.514
F -2.90 2.84 -2.88  -0.325
F -4.05 3.17 -1.04  -0.320
F -3.68 5.48 -2.39  -0.306
F -2.64 5.35 -0.46  -0.331
O -1.36 5.73 -3.72  -0.507
C -1.01 4.86 -4.70  0.850
C -2.11 4.77 -5.77  0.506
F -3.25 4.32 -5.21  -0.317
F -1.72 3.90 -6.72  -0.321
F -0.70 3.64 -4.22  -0.319
F 0.09 5.34 -5.32  -0.326
H -1.08 6.30 -1.83  0.229
H -0.52 4.66 -2.15  0.210
H -2.07 2.93 -1.06  0.149
H -2.29 5.75 -6.21  0.150
C 4.70 0.83 0.94  -0.134
C 5.67 0.67 -0.23  0.596
C 6.08 -0.76 -0.61  0.521
F 6.77 -1.33 0.40  -0.321
F 6.88 -0.71 -1.69  -0.320
F 6.77 1.42 -0.05  -0.306
F 5.00 1.14 -1.33  -0.333
O 5.29 1.16 2.18  -0.507
C 5.60 0.21 3.10  0.850
C 7.07 0.32 3.53  0.506
F 7.88 0.13 2.47  -0.318
F 7.33 -0.63 4.45  -0.321
F 5.32 -1.03 2.67  -0.317
F 4.85 0.43 4.21  -0.326
H 4.09 1.70 0.69  0.229
H 4.03 -0.03 1.02  0.214
H 5.20 -1.37 -0.84  0.140
H 7.26 1.31 3.96  0.149

=====

CH5N2O2PSi in the gas phase in a non-equilibrium geometry, computed with the ωB97M-V functional and the def2-TZVPD basis.

- lowest unoccupied orbital energy (hartree) = 0.0244
- HOMO (eV) = -9.6
- SMILES = N#C[SiH2]OP(N)O
- multiplicity = 1
- relative energy (zero: lowest compared OMol25 entry of this formula, charge and spin) (kcal/mol) = 0.0

Each line ends with the natural charge from an NBO analysis.
Positions of all 12 atoms, in Å:
C 2.65 0.43 -0.32  -0.161
N 3.05 1.51 -0.38  -0.300
N -0.83 1.56 0.54  -1.184
O -2.01 -0.09 -1.15  -1.026
O 0.03 -0.85 -0.33  -1.200
Si 1.60 -1.09 0.09  1.389
P -1.34 0.00 0.33  1.491
H -1.44 2.04 1.22  0.418
H -0.50 2.01 -0.29  0.409
H -2.03 -0.91 -1.64  0.514
H 1.62 -1.10 1.49  -0.199
H 2.18 -2.35 -0.73  -0.150